Entry 1:
Molecular formula: C37H53IrN4PSi
Method: DFT, the ωB97M-V functional and the def2-TZVPD basis

Positions of all 97 atoms, in Å:
Ir: 0.25572 -0.34235 -0.05692
C: 1.83539 1.96829 -2.61994
C: 2.47598 2.26573 -1.26080
C: 2.95884 3.70974 -1.16109
P: 1.26216 1.73858 0.04427
C: 1.63989 2.36345 1.75395
C: 0.33730 2.30564 2.56198
C: 2.70932 1.53833 2.46600
C: -0.16157 2.78614 -0.41610
C: -0.19417 4.16946 -0.35325
C: -1.28591 4.88808 -0.83443
C: -1.31322 6.38753 -0.80095
C: -2.35365 4.17466 -1.39441
C: -2.36830 2.80104 -1.41962
C: -1.27933 2.07664 -0.89440
N: -1.25176 0.71332 -0.82534
C: -2.44821 -0.02856 -1.01758
C: -3.40365 -0.00818 -0.02662
C: -3.51139 1.04364 1.03231
C: -4.29786 -1.20013 0.09389
C: -4.57851 -1.86714 -1.21884
C: -5.82576 -2.68337 -1.29910
C: -3.69100 -1.73373 -2.23678
C: -2.54963 -0.90286 -2.13435
C: -1.50655 -0.87248 -3.21313
H: 2.56954 2.09683 -3.41610
H: 1.00202 2.64578 -2.81548
H: 1.46780 0.94004 -2.66087
H: 3.32613 1.61052 -1.13329
H: 2.16751 4.41653 -1.40918
H: 3.76861 3.86089 -1.87639
H: 3.34603 3.93692 -0.16617
H: 1.96422 3.40392 1.66750
H: -0.00728 1.27162 2.64886
H: -0.45818 2.89760 2.11288
H: 0.51293 2.68432 3.56940
H: 2.49416 0.47270 2.37752
H: 2.73559 1.80728 3.52341
H: 3.69476 1.70738 2.04763
H: 0.63997 4.70380 0.08476
H: -0.41321 6.79375 -0.34368
H: -2.18174 6.74839 -0.24819
H: -1.39019 6.78240 -1.81576
H: -3.19036 4.72531 -1.80759
H: -3.20967 2.26578 -1.84202
H: -2.54890 1.49590 1.27124
H: -3.94000 0.63218 1.94452
H: -4.17157 1.84598 0.68629
H: -5.23483 -0.93132 0.58721
H: -6.70053 -2.02785 -1.26098
H: -5.90535 -3.36078 -0.44341
H: -5.87253 -3.27077 -2.21437
H: -3.85785 -2.27479 -3.16208
H: -1.69153 -1.63860 -3.96356
H: -0.50667 -1.02356 -2.79540
H: -1.48957 0.09967 -3.71461
C: 5.89207 0.79220 -0.52894
C: 4.97950 -0.35382 -0.87448
C: 5.41094 -1.29537 -1.80105
C: 4.52894 -2.29048 -2.17877
C: 3.29098 -2.35572 -1.57429
C: 2.95760 -1.43412 -0.56910
N: 3.78157 -0.41938 -0.28093
N: 1.78991 -1.63206 0.19728
Si: 1.84224 -3.23324 0.95718
C: 1.02693 -4.49971 -0.21750
C: 0.90549 -3.30376 2.60052
C: 3.61686 -3.68486 1.39276
H: 6.87535 0.41337 -0.25045
H: 5.49937 1.37708 0.29525
H: 6.02039 1.44923 -1.39208
H: 6.40799 -1.24051 -2.21632
H: 4.80821 -3.01932 -2.92912
H: 2.57542 -3.11154 -1.86595
H: 0.62362 -4.03650 -1.12012
H: 0.21198 -5.03234 0.28037
H: 1.75089 -5.25374 -0.53312
H: -0.14114 -3.60278 2.50852
H: 0.94107 -2.37159 3.16387
H: 1.39406 -4.06168 3.21653
H: 4.28901 -3.67216 0.53654
H: 3.64759 -4.68500 1.82989
H: 4.01222 -2.98525 2.13315
N: -1.14195 -2.10692 0.26204
C: -2.09930 -1.85153 1.30783
C: -3.53887 -2.24729 1.10647
C: -4.27926 -2.28154 2.40671
C: -3.80942 -1.70278 3.53689
C: -2.51852 -1.12469 3.57578
C: -1.67673 -1.26949 2.46600
H: -1.62697 -2.38719 -0.58681
H: -0.52400 -2.87054 0.52851
H: -3.59936 -3.22535 0.61315
H: -5.25934 -2.74272 2.38939
H: -4.42475 -1.69254 4.42736
H: -2.17166 -0.62292 4.46760
H: -0.64243 -0.94079 2.51859

For the HOMO energy (spin up / spin down), the calculation gives -9.2 / -10.2 eV. The expectation value of S² is 6.114. The calculation puts the total energy at -2395.68042 Ha. The orbital gap (spin up / spin down) is 7.37 / 5.58 eV. The relative energy (zero: lowest compared OMol25 entry of this formula, charge and spin) is 1.859 eV. As for the multiplicity: 5. The total charge is +1.

Entry 2:
Molecular formula: C51H124N8O15
Method: DFT, the ωB97M-V functional and the def2-TZVPD basis

Positions of all 198 atoms, in Å:
C: -5.04669 6.11201 6.67360
C: -5.87275 5.08412 5.78578
C: -7.26210 5.81992 5.56698
C: -5.18797 4.91895 4.43266
C: -4.00649 3.99885 4.45642
C: -4.56197 2.64714 4.99000
C: -5.16140 2.63190 6.39670
C: -6.04196 1.30178 6.44826
C: -4.06498 2.52327 7.51848
N: -6.13444 3.75749 6.52297
O: -6.82087 3.82153 7.75235
H: -5.61872 6.26616 7.58854
H: -3.98645 5.89698 6.80684
H: -4.92959 7.12006 6.27583
H: -7.77999 5.89387 6.52323
H: -7.26001 6.84004 5.18300
H: -7.89405 5.26478 4.87376
H: -5.99322 4.46822 3.85257
H: -4.79833 5.87572 4.08497
H: -3.73071 3.92119 3.40475
H: -3.08547 4.40813 4.87151
H: -3.62763 2.08674 5.02248
H: -5.02942 2.02961 4.22303
H: -5.91465 0.89062 7.44968
H: -5.67361 0.50807 5.79830
H: -7.09487 1.39310 6.18150
H: -3.22121 1.89314 7.23723
H: -4.53620 2.00853 8.35580
H: -3.70022 3.48040 7.89124
H: -7.68401 3.54816 7.43320
C: -12.77995 20.70046 2.04576
O: -12.05932 19.72526 1.32254
C: -12.55654 19.38237 0.00518
C: -11.78597 18.14658 -0.42306
N: -12.06503 16.82068 0.23238
C: -11.72223 15.69727 -0.66300
C: -12.34660 14.48279 -0.01547
O: -11.93576 13.47184 -0.93499
C: -12.43032 12.16901 -0.71590
H: -12.71009 21.74913 1.75679
H: -12.23476 20.58710 2.98279
H: -13.82861 20.46737 2.23041
H: -12.38246 20.06733 -0.82465
H: -13.64354 19.30156 0.00500
H: -10.75838 18.49224 -0.31049
H: -11.94885 18.03509 -1.49504
H: -11.60432 16.88390 1.12896
H: -10.64194 15.56575 -0.72435
H: -12.15668 15.68526 -1.66261
H: -13.41794 14.66801 -0.09303
H: -12.30482 14.33303 1.06338
H: -12.30248 11.79098 0.29842
H: -11.99455 11.50448 -1.46196
H: -13.50397 12.27037 -0.87437
C: -1.27540 -4.79606 -2.63063
O: -1.48605 -3.31039 -2.88404
C: -0.63597 -2.32857 -2.09079
C: -0.79804 -0.99499 -2.64601
N: -2.09508 -0.45130 -2.37401
C: -2.13710 0.87769 -2.93248
C: -3.60717 1.47596 -2.97719
O: -3.69073 2.72398 -3.61302
C: -4.96614 3.24049 -3.75204
H: -1.59757 -4.68673 -1.59508
H: -0.25192 -5.15163 -2.51165
H: -1.93142 -5.41804 -3.23962
H: 0.39519 -2.66566 -2.19650
H: -0.98709 -2.39615 -1.06111
H: -0.35750 -0.93978 -3.64148
H: -0.14587 -0.37658 -2.02928
H: -2.56713 -1.21801 -2.83164
H: -1.81093 0.92816 -3.97130
H: -1.56458 1.65314 -2.42355
H: -4.09669 1.51836 -2.00422
H: -4.24041 0.82225 -3.57700
H: -4.77736 4.24640 -4.12701
H: -5.58990 3.22855 -2.85824
H: -5.55179 2.62381 -4.43382
C: 8.66894 -4.34387 -0.87396
O: 8.41360 -2.95606 -1.08205
C: 9.12006 -2.49076 -2.31121
C: 10.58315 -2.95701 -2.35575
N: 11.26010 -2.72357 -3.59440
C: 12.68831 -3.03376 -3.52900
C: 13.69729 -2.08750 -4.35723
O: 14.36308 -1.01730 -3.56575
C: 14.72611 0.21602 -3.98583
H: 8.75276 -4.89604 -1.81001
H: 7.71698 -4.75640 -0.53975
H: 9.42041 -4.62730 -0.13703
H: 9.09087 -1.40734 -2.42719
H: 8.59349 -2.83463 -3.20148
H: 10.71340 -4.03151 -2.22703
H: 11.08861 -2.52846 -1.49032
H: 10.95948 -3.24749 -4.40387
H: 12.86736 -4.06801 -3.82290
H: 12.99172 -2.66659 -2.54858
H: 13.02295 -1.53688 -5.01311
H: 14.39822 -2.66587 -4.95913
H: 13.83940 0.73057 -4.35606
H: 15.54997 0.34651 -4.68750
H: 15.05124 0.58769 -3.01411
C: -11.22481 0.86413 -0.21198
O: -11.37020 0.77673 -1.61090
C: -10.06806 0.49071 -2.20126
C: -9.77488 -0.99479 -2.15014
N: -8.45129 -1.34971 -2.73336
C: -8.47370 -2.78929 -3.13604
C: -7.39252 -3.22256 -4.20007
O: -7.63979 -2.67360 -5.49393
C: -7.02088 -3.25040 -6.57526
H: -11.46458 1.86547 0.14569
H: -10.39919 0.36382 0.29412
H: -12.05518 0.22852 0.09553
H: -9.21005 1.03651 -1.80879
H: -9.94819 0.67256 -3.26927
H: -10.56418 -1.59430 -2.60368
H: -9.70284 -1.31600 -1.11104
H: -8.34980 -0.83091 -3.59397
H: -9.43124 -3.12046 -3.53797
H: -8.19469 -3.21569 -2.17248
H: -7.29662 -4.30424 -4.29425
H: -6.37054 -2.89812 -4.00412
H: -5.93276 -3.25789 -6.51182
H: -7.33269 -2.70437 -7.46562
H: -7.40837 -4.26743 -6.63526
C: 6.22955 0.78959 -8.54661
O: 7.66316 0.83362 -8.77330
C: 8.02558 0.61888 -10.12767
C: 9.51027 0.19065 -10.17454
N: 9.81381 -1.13892 -9.50663
C: 9.14270 -2.29389 -10.17228
C: 9.81813 -3.67736 -9.76906
O: 9.29418 -4.06456 -8.46705
C: 9.84150 -5.26502 -7.86811
H: 5.73627 1.59827 -9.08589
H: 5.95199 1.05303 -7.52599
H: 5.68511 -0.14143 -8.70441
H: 8.10575 1.62260 -10.54506
H: 7.32081 0.01912 -10.70359
H: 10.04222 0.93684 -9.58435
H: 9.87469 0.28329 -11.19764
H: 9.81522 -1.15737 -8.49680
H: 9.22552 -2.15531 -11.25025
H: 8.07661 -2.28127 -9.94560
H: 10.89031 -3.55561 -9.61508
H: 9.50835 -4.44158 -10.48187
H: 10.93004 -5.26550 -7.92451
H: 9.55335 -6.17029 -8.40249
H: 9.33468 -5.36495 -6.90829
C: 4.97991 -9.82656 -4.65642
O: 5.07685 -10.86560 -3.69666
C: 4.78227 -12.18652 -4.17711
C: 4.62598 -13.09678 -2.93003
N: 5.85642 -13.18943 -2.20009
C: 5.70402 -14.06048 -1.06021
C: 6.63897 -13.86423 0.16570
O: 6.68069 -12.40643 0.39970
C: 7.53090 -11.95331 1.41456
H: 5.56899 -8.93132 -4.45736
H: 3.91970 -9.60680 -4.78198
H: 5.21449 -10.29221 -5.61363
H: 5.48144 -12.49209 -4.95551
H: 3.81588 -12.10431 -4.67454
H: 4.34723 -14.08385 -3.29894
H: 3.73080 -12.70791 -2.44472
H: 5.93335 -12.37300 -1.61050
H: 5.92190 -15.02339 -1.52219
H: 4.70644 -14.02649 -0.62228
H: 7.57982 -14.37010 -0.05110
H: 6.17435 -14.46295 0.94913
H: 8.50888 -12.43242 1.36874
H: 7.16638 -12.05782 2.43647
H: 7.65962 -10.87148 1.38041
C: 3.10232 -2.54594 8.23316
O: 3.64149 -2.58988 9.52702
C: 3.52896 -3.87600 10.24007
C: 4.23268 -3.61908 11.58699
N: 3.33086 -3.95180 12.64464
C: 4.00185 -4.08470 13.88036
C: 4.66265 -2.92509 14.59300
O: 5.55056 -3.45200 15.57653
C: 6.29759 -2.40345 16.35818
H: 3.69161 -3.22280 7.61453
H: 3.15796 -1.56324 7.76487
H: 2.04676 -2.69255 8.46210
H: 3.98603 -4.66818 9.64707
H: 2.48921 -4.16224 10.39848
H: 4.74585 -2.68047 11.79621
H: 5.16698 -4.15811 11.43008
H: 2.56161 -3.29766 12.62340
H: 4.79688 -4.81333 13.72180
H: 3.37778 -4.70052 14.52797
H: 4.02600 -2.18922 15.08420
H: 5.16126 -2.36994 13.79847
H: 6.96414 -1.69939 15.86007
H: 6.93692 -2.81847 17.13736
H: 5.64735 -1.72955 16.91600

For the HOMO energy, the calculation gives -8.1 eV. The calculation puts the total energy at -3583.40817 Ha. The orbital gap is 8.55 eV. The relative energy (zero: lowest compared OMol25 entry of this formula, charge and spin) is 10.720 eV. As for the multiplicity: 1. The total charge is 0.

Entry 3:
Molecular formula: C4H8N2O
Method: DFT, the ωB97M-V functional and the def2-TZVPD basis

Positions of all 15 atoms, in Å:
N: 0.70756 -1.14009 -0.76494
C: 1.48944 -0.74079 0.20705
O: 2.60251 -1.06099 0.63321
C: 0.86243 0.44586 1.05498
N: -0.48489 0.70131 0.61092
C: -1.76693 0.00855 0.35750
C: -1.17829 1.17802 -0.31496
H: 1.20653 -1.88364 -1.25501
H: -0.52667 -0.21224 -2.49382
H: 0.85174 0.15919 2.10736
H: 1.45134 1.35390 0.90758
H: -1.66117 -0.95444 -0.14092
H: -2.52831 0.14732 1.12185
H: -1.02082 0.10646 -2.96545
H: -1.09084 1.89305 -1.12124

For the HOMO energy, the calculation gives -8.1 eV. The calculation puts the total energy at -341.79048 Ha. The orbital gap is 7.42 eV. The relative energy (zero: lowest compared OMol25 entry of this formula, charge and spin) is 5.800 eV. As for the multiplicity: 1. The total charge is 0.